Record 1
The following is a quantum chemistry calculation of C9H10NO5Pd as an isolated structure, from the Open Molecules 2025 dataset.

Geometry as XYZ:
```
26
Properties=species:S:1:pos:R:3:forces:R:3:nbo_charge:R:1
Pd -0.60135 -0.97853 0.86141 -8.1 -7.2 9.6 0.838
O -2.16150 -0.20462 -2.54945 0.9 -0.8 2.0 -0.734
C -1.46235 -0.58917 -1.55913 -1.4 0.8 -3.5 0.770
O -1.77665 -1.34899 -0.60397 -3.5 -0.6 -4.6 -0.784
C -0.05354 -0.00161 -1.51552 -0.1 0.5 -1.0 -0.341
C -0.25174 1.41112 -0.96564 0.8 0.8 0.2 0.084
C 1.09265 2.13625 -0.77444 0.2 0.3 -0.3 -0.437
C 1.63578 1.48322 0.51686 0.5 -0.1 -0.1 -0.380
C 0.62113 0.34356 0.71528 6.0 9.9 -4.2 -0.028
O -0.56725 1.16574 0.42169 -0.7 0.7 -0.5 -0.535
C 0.82713 -0.65303 -0.44635 2.9 0.9 -3.6 -0.465
C 0.75036 -2.20702 -0.47810 3.9 -2.9 -3.3 0.764
O 1.38780 -2.70917 -1.46812 -1.9 1.1 2.2 -0.708
O 0.25359 -2.82857 0.50084 0.3 -0.9 -0.3 -0.652
H 0.40598 -0.01542 -2.50977 -0.2 0.0 0.2 0.247
H -1.02008 2.01680 -1.45329 0.0 -0.4 0.1 0.223
H 0.94051 3.20742 -0.60363 0.0 -0.1 -0.2 0.201
H 1.76034 2.01256 -1.63252 -0.1 0.0 0.1 0.204
H 1.57321 2.20238 1.34211 0.0 -0.3 0.0 0.200
H 2.67414 1.15178 0.42831 -0.1 -0.1 0.0 0.200
H 0.58927 -0.08029 1.72014 2.3 4.4 0.5 0.127
H 1.87702 -0.52317 -0.75747 -0.1 -0.1 0.2 0.255
N -3.02155 -1.43513 2.91794 0.1 0.0 -0.1 -0.696
C -2.13904 -1.26863 2.16804 -1.6 -0.4 1.5 0.362
H -3.78405 -1.57899 3.56586 0.6 0.1 -0.5 0.445
H 0.45022 -0.70851 2.15890 -0.7 -5.6 5.9 -0.159
```
Positions in Å, forces in eV/Å.

## Properties
2S+1: 3
charge: -1

Record 2
The following is a quantum chemistry calculation of C46H56BrFGaNO2PSi as an isolated structure, from the Open Molecules 2025 dataset.

Geometry as XYZ:
```
110
Properties=species:S:1:pos:R:3:forces:R:3:lowdin_charge:R:1
Ga -0.80148 -0.04816 0.37032 0.1 0.0 0.0 0.627
C 4.79229 1.46801 2.61020 0.0 0.0 -0.1 -0.059
C 5.61965 1.78919 1.39068 0.0 0.0 0.0 -0.284
C 6.93407 2.21389 1.56105 0.0 0.0 -0.1 -0.064
C 7.73551 2.55353 0.47973 0.0 0.0 0.1 -0.103
C 7.21402 2.47968 -0.80068 0.0 0.0 0.0 -0.099
C 5.90851 2.04866 -0.98945 0.1 -0.1 0.0 -0.083
C 5.09914 1.67864 0.08329 0.1 0.0 0.1 -0.309
P 3.32455 1.22640 -0.11087 0.3 0.0 0.0 1.183
C 3.03447 1.63907 -1.87879 -0.1 0.1 0.0 -0.328
C 2.44400 2.90144 -2.00276 0.0 -0.1 0.0 -0.090
C 2.14205 3.44348 -3.24277 0.0 0.0 0.0 -0.091
C 2.42070 2.71274 -4.38622 0.0 0.0 0.0 -0.093
C 2.99456 1.45419 -4.27465 0.0 -0.1 0.0 -0.061
C 3.30485 0.89263 -3.03733 0.0 0.0 0.0 -0.270
C 3.92189 -0.48160 -2.99527 0.0 0.1 0.0 -0.035
C 3.34301 -0.60358 0.06390 0.0 0.1 -0.1 -0.308
C 4.51474 -1.27215 0.42908 0.0 0.1 0.1 -0.113
C 4.52647 -2.61826 0.75078 0.0 0.0 0.0 -0.104
C 3.33641 -3.32762 0.69257 0.0 0.0 0.0 -0.096
C 2.18078 -2.68954 0.28080 0.1 0.2 0.0 -0.059
C 2.13522 -1.32876 -0.05018 0.0 -0.1 -0.1 -0.285
C 0.87738 -0.78631 -0.66576 -0.5 0.2 0.2 -0.171
H 5.19624 1.97204 3.48872 0.0 0.0 0.0 0.074
H 4.77787 0.39267 2.80600 0.0 0.0 0.0 0.079
H 3.75614 1.78524 2.47028 0.0 0.0 0.0 0.052
H 7.32849 2.29483 2.56825 0.0 0.0 0.0 0.103
H 8.75373 2.88561 0.64149 0.0 0.0 0.0 0.093
H 7.82053 2.75670 -1.65470 0.0 0.0 0.0 0.095
H 5.51230 1.99793 -1.99677 0.0 0.0 0.0 0.096
H 2.20026 3.44804 -1.09667 0.0 0.0 0.0 0.100
H 1.67707 4.41949 -3.31021 0.0 0.0 0.0 0.093
H 2.18618 3.11279 -5.36545 0.0 0.0 0.0 0.095
H 3.20898 0.88358 -5.17227 0.0 0.0 0.0 0.101
H 4.06048 -0.86588 -4.00651 0.0 0.0 0.0 0.073
H 3.28816 -1.17695 -2.44512 0.0 0.0 0.0 0.074
H 4.89171 -0.46539 -2.49356 0.0 0.0 0.0 0.079
H 5.44920 -0.72615 0.45946 0.0 0.1 0.0 0.096
H 5.45446 -3.10299 1.03101 0.0 0.0 0.0 0.093
H 3.31313 -4.38206 0.94427 0.0 0.0 0.0 0.096
H 1.27984 -3.26492 0.18506 -0.4 -0.2 0.0 0.086
H 0.48169 -1.54996 -1.32855 0.0 -0.1 -0.2 0.028
H 1.08689 0.10312 -1.26527 0.0 -0.1 0.0 0.035
Br -0.08251 -2.34842 3.76562 -0.2 -0.1 -0.1 0.799
C -0.05558 -0.46296 3.89538 0.0 0.1 -0.1 -0.719
C -0.08246 0.10602 5.15581 0.0 0.1 0.0 -0.117
C 0.09280 1.47926 5.24213 0.0 -0.1 0.0 -0.051
C 0.35681 2.19306 4.08918 0.0 0.1 0.1 0.003
C 0.34968 1.52773 2.87466 0.0 -0.1 -0.1 -0.154
N 0.07752 0.21758 2.76967 -0.1 0.0 0.0 0.089
C 0.77644 2.24844 1.59555 0.0 0.0 -0.1 -0.651
O 1.33746 3.33124 1.74380 -0.1 0.0 0.0 0.023
O 0.56460 1.59848 0.53442 -0.1 0.3 0.4 -0.147
H -0.21479 -0.51291 6.03019 0.0 0.0 0.0 0.094
H 0.06511 1.96545 6.20956 0.0 0.0 0.0 0.108
H 0.59331 3.24815 4.08653 0.0 0.0 0.0 0.120
C -4.38305 -2.39093 -2.62585 0.0 0.0 0.0 -0.104
C -3.04262 -1.92069 -2.04530 0.0 0.1 0.1 -0.616
C -1.96294 -2.86239 -2.59613 0.0 0.0 0.0 -0.107
C -2.73401 -0.52450 -2.61106 0.0 -0.1 0.0 -0.118
Si -2.98609 -1.82152 -0.06748 0.1 -0.1 0.1 0.858
C -4.74150 -1.11946 0.55630 0.1 0.0 -0.1 -0.594
C -5.89344 -2.13410 0.45323 0.0 0.1 0.0 -0.108
C -5.22339 0.11599 -0.22386 0.0 0.0 0.0 -0.113
C -4.59151 -0.70096 2.03597 0.0 0.0 0.0 -0.115
C -2.89704 -3.68148 0.60274 -0.2 0.1 -0.1 -0.622
C -3.34609 -3.75370 2.07276 0.2 0.0 -0.1 -0.125
C -1.43121 -4.10344 0.55845 0.1 -0.1 -0.1 -0.146
C -3.72206 -4.72720 -0.16338 0.0 0.0 0.1 -0.105
H -4.30655 -2.46321 -3.72049 0.0 0.0 0.0 0.081
H -5.19650 -1.70150 -2.40451 0.0 0.0 0.0 0.052
H -4.66384 -3.37657 -2.25051 0.0 0.0 -0.1 0.060
H -1.93814 -2.78745 -3.69158 0.0 0.0 0.0 0.083
H -2.15278 -3.90605 -2.34722 0.0 0.0 0.0 0.053
H -0.97239 -2.60726 -2.22718 0.1 0.0 0.0 0.054
H -2.66115 -0.56781 -3.70623 0.0 0.0 0.0 0.085
H -1.77798 -0.14643 -2.23871 0.0 0.0 -0.1 0.052
H -3.50533 0.20524 -2.35797 0.0 0.0 0.0 0.065
H -6.07665 -2.43020 -0.58102 0.0 0.0 0.1 0.061
H -6.81816 -1.67378 0.82952 0.0 0.0 0.0 0.082
H -5.72396 -3.03522 1.03497 0.0 0.0 0.0 0.042
H -6.16833 0.46488 0.21346 0.0 0.0 0.0 0.080
H -5.42110 -0.10891 -1.27258 0.0 0.0 0.0 0.057
H -4.52447 0.94733 -0.17959 -0.2 -0.1 0.0 0.046
H -4.71919 -1.54978 2.70848 0.0 0.0 0.0 0.059
H -5.34853 0.04765 2.30129 0.0 0.0 0.0 0.079
H -3.61044 -0.26572 2.24175 0.0 0.0 0.0 0.046
H -2.95411 -2.92922 2.66391 0.1 0.1 0.1 0.039
H -2.98130 -4.68685 2.52299 0.0 0.0 0.0 0.079
H -4.42924 -3.75176 2.17285 0.0 0.0 0.0 0.055
H -0.80468 -3.32453 0.98228 0.2 0.1 0.1 0.006
H -1.09269 -4.29685 -0.46247 0.0 0.1 0.1 0.066
H -1.27381 -5.02118 1.14371 0.0 0.0 -0.1 0.083
H -4.78358 -4.47824 -0.18379 0.0 -0.1 0.0 0.058
H -3.62125 -5.70532 0.32949 0.0 0.0 0.0 0.083
H -3.38890 -4.85471 -1.19266 0.0 0.0 0.0 0.052
F -0.98200 6.84823 -0.83004 0.0 0.0 0.0 0.025
C -1.27446 5.54714 -0.56009 0.0 0.0 0.0 -0.290
C -1.74139 5.21013 0.68798 0.0 0.0 0.1 -0.018
C -2.05030 3.87997 0.94686 0.0 -0.1 0.0 -0.044
C -1.89958 2.88754 -0.02077 0.0 0.1 0.0 -0.292
C -2.24592 1.46627 0.24762 0.6 -0.2 -0.2 -0.207
C -1.41300 3.28266 -1.27147 0.0 -0.1 0.1 -0.032
C -1.09891 4.60105 -1.55071 0.0 0.0 -0.1 -0.016
H -1.86032 5.97722 1.44321 0.0 0.0 0.0 0.112
H -2.41728 3.60114 1.92946 0.0 0.0 0.0 0.112
H -2.79583 1.07195 -0.60359 0.0 0.1 0.1 -0.004
H -2.88471 1.37691 1.12756 0.1 0.0 0.0 0.045
H -1.25581 2.52427 -2.03133 0.0 0.0 0.0 0.117
H -0.71504 4.89890 -2.51892 0.0 0.0 0.0 0.105
```
Positions in Å, forces in eV/Å.

## Properties
charge: -1

Record 3
The following is a quantum chemistry calculation of one molecule with the formula C9H13NO3S, from the Open Molecules 2025 dataset.

Geometry as XYZ:
```
27
Properties=species:S:1:pos:R:3:forces:R:3:nbo_charge:R:1
C 0.70440 1.84728 -1.08379 0.0 0.0 0.1 -0.414
N 0.89045 0.42478 -1.32392 0.0 0.2 0.0 -0.456
C 1.10490 0.17052 -2.73885 0.1 0.1 -0.2 -0.440
C -0.16754 -0.39691 -0.79211 0.4 -0.8 0.0 -0.280
C -0.63264 -0.06736 0.58250 -0.3 0.4 0.4 -0.082
C -1.98718 0.09416 0.84413 0.2 0.0 -0.1 -0.185
C -2.42751 0.34738 2.13155 -0.1 0.0 0.1 -0.205
C -1.51786 0.43563 3.17025 -0.1 0.0 0.0 -0.200
C -0.16585 0.26990 2.91671 0.1 0.0 0.0 -0.220
C 0.27737 0.01924 1.63126 -0.1 0.1 0.1 -0.144
S 0.52981 -2.10803 -0.64292 0.2 -0.6 -0.5 2.339
O -0.13393 -2.83401 0.38563 0.1 0.2 0.2 -0.906
O 0.62708 -2.71181 -1.94301 0.0 0.2 0.0 -0.947
O 2.02571 -1.81675 -0.13016 -0.7 -0.5 0.5 -0.881
H -0.17676 2.24947 -1.60325 0.0 0.0 0.0 0.171
H 0.59712 2.03022 -0.01783 0.0 0.1 0.0 0.219
H 1.58859 2.37154 -1.44261 0.0 0.0 0.0 0.206
H 0.28622 0.56958 -3.35541 0.0 0.0 0.0 0.174
H 2.03247 0.65407 -3.04329 0.0 0.0 -0.1 0.203
H 1.17828 -0.89936 -2.91673 0.1 0.1 -0.2 0.236
H -1.01761 -0.51625 -1.48095 0.0 0.0 0.0 0.219
H -2.70101 0.01855 0.03656 -0.1 0.0 -0.1 0.211
H -3.48305 0.47020 2.32268 -0.1 0.0 0.0 0.216
H -1.86139 0.62687 4.17584 0.0 0.0 0.1 0.216
H 0.54580 0.32872 3.72653 0.1 0.0 0.1 0.216
H 1.32748 -0.12385 1.43375 0.1 0.0 0.0 0.223
H 2.55665 -1.45377 -0.84255 0.1 0.2 -0.4 0.511
```
Positions in Å, forces in eV/Å.

## Properties
SMILES string: CN(C)[C@H](c1ccccc1)S(=O)(=O)O
charge: 0

Energy relative to the best compared isomer or geometry (same formula, charge and spin) for every record listed, in sequence, given in kJ/mol: 145.85; 150.44; 57.43.
Strongest force on any atom for every record listed, in sequence, given in eV/Å: 14.45; 0.65; 0.98.